ORCA calculation (ωB97M-V/def2-TZVPD) on a cluster of 2 separate species, H5N2PS2 in total in a non-equilibrium geometry.

LUMO level: -0.498 eV
Strongest force on any atom: 4.51 eV Å⁻¹
Charge: 0
M: 128.2 g mol⁻¹
Calculated total energy: -1250.21538 Eh
Orbital gap: 0.312 hartree

XYZ file:
```
10
H5N2PS2 | the OMol25 dataset | ωB97M-V/def2-TZVPD
N 1.053 0.774 0.692
P 1.186 -0.784 0.007
H -1.889 -0.671 0.139
S -0.026 -2.246 0.904
N -1.471 0.142 -0.372
S 2.553 -0.857 -1.403
H -1.386 1.273 -0.209
H 1.555 1.637 0.295
H -1.751 0.090 -1.361
H 0.177 0.642 1.309
```